Below is a single C9H10N2O2 molecule, with properties calculated with ωB97M-V/def2-TZVPD.

The electronic energy comes out at -608.62012 hartree. The value obtained for the LUMO energy (alpha / beta) is -2.0829 / -1.5356 eV. As for the HOMO energy (alpha / beta): -9.18 / -9.74 eV. The calculation puts the energy above the lowest of the compared OMol25 structures with the same formula, charge and spin at 215.0 kcal per mole. The orbital gap (alpha / beta) is 0.26083 / 0.30141 Ha.

```
! wB97M-V def2-TZVPD RIJCOSX def2/J DEFGRID3
* xyz 0 1
C -1.158 -2.067 0.810
C -0.443 1.269 0.729
C 1.261 -0.429 0.321
C 0.800 0.533 1.073
C -1.527 0.797 0.079
C -0.854 -1.738 -0.501
C 0.523 -1.188 -0.804
C 1.658 1.421 2.036
C 0.738 -0.505 -2.150
N -1.186 -2.492 1.910
N -2.728 1.101 -0.488
O -3.653 1.652 0.192
O -2.857 0.914 -1.728
H -0.507 2.301 0.820
H 2.160 -0.926 0.607
H -1.444 -2.088 -1.319
H 1.070 -2.159 -0.796
H 1.848 2.366 1.520
H 2.670 0.879 2.329
H 1.130 1.512 2.961
H 0.580 -1.162 -3.028
H 1.812 -0.322 -2.300
H 0.107 0.332 -2.273
*
```